This record from OMol25 describes a structure of composition C33H52BN7O9Pb at a distorted geometry. The level of theory is ωB97M-V with the def2-TZVPD basis set.

Positions of all 103 atoms, in Å:
Pb (15.0019, -0.0819, -9.0760)
O (12.4704, -1.5317, -5.6147)
C (11.6681, -2.1165, -4.8564)
O (11.1321, -3.3600, -4.9356)
B (10.0686, -3.5052, -3.9043)
O (10.2415, -2.3451, -3.0089)
C (11.0867, -1.4886, -3.5246)
O (11.3886, -0.3832, -3.0835)
O (10.2013, -4.7625, -3.1143)
C (9.2290, -5.6026, -3.3633)
O (9.1111, -6.7144, -2.8755)
C (8.1491, -4.7941, -4.1887)
O (8.6939, -3.5798, -4.4634)
O (7.0534, -5.2614, -4.5893)
C (13.9916, 1.4709, -14.0767)
O (14.4307, 1.1469, -12.7868)
H (14.3743, 2.4509, -14.3617)
H (14.1790, 0.7386, -14.8620)
H (12.9140, 1.6068, -14.1694)
C (17.9118, -0.3496, -1.7014)
C (16.7029, 0.5731, -1.4119)
C (16.6567, 1.8602, -2.2767)
C (16.5362, 1.6124, -3.7340)
N (16.3576, 1.4997, -4.8838)
H (17.8732, -1.1863, -1.0038)
H (18.8390, 0.1838, -1.4919)
H (17.9876, -0.7010, -2.7304)
H (16.6630, 0.9510, -0.3903)
H (15.7946, 0.0235, -1.6592)
H (17.5991, 2.3891, -2.1343)
H (15.8853, 2.5265, -1.8906)
C (9.4994, -4.5338, -9.4132)
C (10.2273, -5.8734, -9.4586)
C (11.5631, -5.8407, -8.7063)
C (12.4187, -4.7990, -9.2064)
N (13.1398, -4.0067, -9.6230)
H (9.4784, -4.1644, -8.3879)
H (8.4968, -4.6467, -9.8257)
H (9.9838, -3.8352, -10.0954)
H (10.3543, -6.2123, -10.4867)
H (9.6088, -6.6425, -8.9959)
H (12.1565, -6.7466, -8.8305)
H (11.4456, -5.7699, -7.6250)
C (9.6050, -1.3667, -13.7865)
C (8.4668, -0.6552, -13.0575)
C (8.8950, 0.4193, -12.0644)
C (9.9038, 0.0467, -11.0954)
N (10.6501, -0.2410, -10.2841)
H (9.3411, -2.3944, -14.0360)
H (10.4594, -1.4834, -13.1198)
H (9.9042, -0.8513, -14.6992)
H (8.0022, -1.4668, -12.4977)
H (7.7191, -0.3572, -13.7926)
H (8.0935, 0.8062, -11.4351)
H (9.2883, 1.3015, -12.5694)
C (20.1669, -3.0346, -14.8559)
C (20.6898, -1.7374, -14.3244)
C (19.6108, -0.8450, -13.6637)
C (18.9047, -1.5035, -12.5658)
N (18.3121, -2.0069, -11.6845)
H (19.5565, -3.5433, -14.1097)
H (20.9552, -3.7000, -15.2081)
H (19.5182, -2.9024, -15.7218)
H (21.1829, -1.2113, -15.1418)
H (21.4683, -1.9558, -13.5935)
H (18.8789, -0.4719, -14.3801)
H (20.0388, 0.0814, -13.2807)
C (21.0658, 3.1531, -5.7941)
C (21.5474, 3.6596, -7.2027)
C (20.3366, 4.2586, -8.0159)
C (19.3609, 3.3364, -8.4850)
N (18.6017, 2.5677, -8.8625)
H (20.7900, 4.0280, -5.2053)
H (21.8597, 2.5847, -5.3095)
H (20.1453, 2.5746, -5.7160)
H (21.9506, 2.8134, -7.7590)
H (22.3278, 4.4194, -7.1607)
H (20.6979, 4.8185, -8.8785)
H (19.8165, 4.9433, -7.3460)
C (11.8118, 6.5559, -11.6474)
C (12.3914, 7.3168, -10.4682)
C (13.7152, 6.6502, -9.9258)
C (13.5536, 5.2228, -9.5694)
N (13.4113, 4.1010, -9.2243)
H (12.4685, 6.6350, -12.5138)
H (10.8684, 7.0523, -11.8748)
H (11.6466, 5.4969, -11.4493)
H (11.6446, 7.3626, -9.6755)
H (12.6406, 8.3526, -10.6987)
H (14.0023, 7.2107, -9.0361)
H (14.5711, 6.6847, -10.5998)
C (15.6083, -4.4132, -2.7574)
C (16.8604, -5.1456, -3.2380)
C (17.0572, -5.1413, -4.7366)
C (16.8574, -3.8806, -5.4307)
N (16.7208, -2.9060, -6.0042)
H (15.6591, -4.2737, -1.6775)
H (14.6980, -4.9721, -2.9746)
H (15.5672, -3.4278, -3.2215)
H (16.9029, -6.1387, -2.7906)
H (17.6785, -4.6080, -2.7586)
H (16.2787, -5.8090, -5.1057)
H (18.0375, -5.5353, -5.0046)

For the highest occupied orbital energy, the calculation gives -7.570 eV. As for the relative energy (zero: lowest compared OMol25 entry of this formula, charge and spin): 122.52 kcal/mol. The calculation puts the energy at -2566.6491 Eh.

These are the Löwdin partial charges, in e, on atoms 1 to 4: atom 1 (Pb): 1.38, atom 2 (O): 0.06, atom 3 (C): -0.30, atom 4 (O): 0.19